A:
{
  "formula": "C2H4FN",
  "method": "the ωB97M-V functional and the def2-TZVPD basis",
  "elements": ["C", "C", "N", "F", "H", "H", "H", "H"],
  "coordinates": [[-1.2394, -0.4667, -0.4172], [0.5850, 1.1538, -0.1193], [-0.4660, 0.4954, -0.2960], [-2.5374, -0.1703, -0.4906], [0.6282, -1.6876, 0.6084], [0.7833, 1.5643, 0.8295], [1.3099, 1.4777, -0.8071], [0.9364, -2.3667, 0.6923]],
  "orbital_gap_ev": 9.03,
  "e_lumo_ev": -0.01,
  "molar_mass_g_mol": 61.1
}

=====

B:
{
  "formula": "C2H4FN",
  "method": "the ωB97M-V functional and the def2-TZVPD basis",
  "elements": ["C", "C", "N", "F", "H", "H", "H", "H"],
  "coordinates": [[0.1392, 0.2778, 0.6796], [0.0390, -0.2732, -0.6519], [1.5555, 0.3431, 0.4216], [1.9124, 1.5568, -0.0388], [-0.5244, 1.2004, 0.9127], [0.1139, -0.4506, 1.4554], [-0.1084, -1.3594, -0.9881], [0.0181, 0.5158, -1.3122]],
  "orbital_gap_ev": 9.78,
  "e_lumo_ev": 0.51,
  "molar_mass_g_mol": 61.1
}

=====

Most stable structure: A

=====

A:
{
  "formula": "C4H6N2O5",
  "method": "the ωB97M-V functional and the def2-TZVPD basis",
  "elements": ["C", "C", "C", "C", "N", "N", "O", "O", "O", "O", "O", "H", "H", "H", "H", "H", "H"],
  "coordinates": [[-0.3575, 1.5059, -0.0142], [0.3560, 1.7868, 1.1506], [-0.7910, -0.9905, -1.4792], [-0.0620, -0.7322, -0.2490], [1.3705, -0.7282, -0.3653], [-0.6279, -1.1355, 0.9793], [-1.0024, 1.7630, -0.9684], [1.8495, -0.9094, -1.4701], [2.0100, -0.4682, 0.6459], [0.1936, -1.1123, 1.9141], [-1.8064, -1.4049, 1.0286], [1.0026, 2.6764, 0.8667], [0.9872, 0.8768, 1.4269], [-0.1343, 2.0390, 2.1403], [-0.9528, -0.1841, -2.2050], [-1.8366, -1.2625, -1.3728], [-0.1985, -1.7204, -2.0283]],
  "orbital_gap_ev": 8.85,
  "e_lumo_ev": -0.79,
  "molar_mass_g_mol": 162.1
}

=====

B:
{
  "formula": "C4H6N2O5",
  "method": "the ωB97M-V functional and the def2-TZVPD basis",
  "elements": ["C", "C", "C", "C", "N", "N", "O", "O", "O", "O", "O", "H", "H", "H", "H", "H", "H"],
  "coordinates": [[1.1371, -0.7232, -0.1012], [4.0549, 1.6637, 0.0175], [-1.0094, -1.2482, -1.4189], [-0.2365, -0.2683, -0.4710], [1.5462, -0.7108, 2.3014], [1.7061, -0.6174, 1.1022], [4.3108, 1.7059, -1.0752], [3.7316, 1.7304, 1.1227], [1.9168, -1.0743, -1.0510], [3.4127, -0.8897, 0.5444], [3.1790, -1.5845, -0.6118], [-1.3556, -2.2314, -0.8485], [-0.2291, -1.4949, -2.1155], [-1.7299, -0.6541, -1.7855], [-0.0331, 0.5301, -1.2067], [-0.8177, 0.1240, 0.3460], [1.9956, 0.0566, 2.8351]],
  "orbital_gap_ev": 9.17,
  "e_lumo_ev": 0.36,
  "molar_mass_g_mol": 162.1
}

=====

Most stable structure: A

=====

A:
{
  "formula": "C5H17N2O3",
  "method": "the ωB97M-V functional and the def2-TZVPD basis",
  "elements": ["C", "C", "C", "C", "N", "N", "C", "O", "H", "H", "H", "H", "H", "H", "H", "H", "H", "H", "H", "H", "H", "H", "H", "O", "H", "H", "O"],
  "coordinates": [[-2.7061, 1.3404, 0.3189], [-1.4338, 0.6535, -0.1873], [-1.0601, 1.1444, -1.5869], [0.0218, 0.2342, -2.2890], [0.8955, -0.6501, -1.5785], [-0.3361, 0.9056, 0.7911], [0.1596, -0.2477, 1.6023], [1.2396, -0.8894, 1.1032], [-3.5787, 0.6745, 0.1900], [-2.9393, 2.2358, -0.2725], [-2.6993, 1.4959, 1.4099], [-1.4830, -0.4385, -0.2097], [-1.8807, 1.1192, -2.3183], [-0.6664, 2.1328, -1.4637], [0.6326, 0.9401, -2.8505], [-0.5113, -0.3689, -3.0055], [1.5302, -0.1667, -0.9780], [0.3775, -1.1865, -0.8730], [0.3998, 1.3891, 0.3421], [-0.7027, -0.9325, 1.6036], [0.2656, 0.2249, 2.5897], [1.4928, -2.4237, 1.5030], [1.1986, -3.8683, 0.9490], [1.7873, -3.3708, 1.5439], [2.5698, 0.0648, 1.2963], [3.9105, -0.3855, 0.9637], [3.5166, 0.3733, 1.4060]],
  "orbital_gap_ev": 7.95,
  "e_lumo_ev": 3.61,
  "charge": -1,
  "molar_mass_g_mol": 153.2
}

=====

B:
{
  "formula": "C5H17N2O3",
  "method": "the ωB97M-V functional and the def2-TZVPD basis",
  "elements": ["C", "C", "C", "C", "N", "N", "C", "O", "H", "H", "H", "H", "H", "H", "H", "H", "H", "H", "H", "H", "H", "H", "H", "O", "H", "H", "O"],
  "coordinates": [[-2.4141, 1.7012, 0.0711], [-1.1152, 0.8615, -0.0066], [-0.0822, 1.2114, -1.1526], [-0.1614, 0.3092, -2.3913], [0.2052, -1.0955, -1.9508], [-0.5189, 0.8648, 1.3283], [0.0437, -0.5192, 1.7941], [1.0999, -0.8873, 1.0614], [-2.7453, 2.0825, -0.9122], [-2.3083, 2.5501, 0.7835], [-3.2016, 1.0186, 0.4076], [-1.4190, -0.1916, -0.2205], [-0.2630, 2.2590, -1.3925], [0.9616, 1.1853, -0.8061], [0.5246, 0.5528, -3.1921], [-1.1851, 0.2011, -2.7541], [1.2032, -1.2632, -1.9561], [-0.0312, -1.1973, -0.9760], [0.3776, 1.3385, 1.3181], [-0.9458, -1.0424, 1.7442], [0.4726, -0.3217, 2.8128], [1.2078, -2.7571, 0.8064], [0.2850, -3.4292, -0.1249], [1.0574, -3.6511, 0.4180], [2.8622, 0.8029, 1.7555], [2.6653, -0.6018, 1.6460], [3.4248, 0.0184, 1.8890]],
  "orbital_gap_ev": 7.98,
  "e_lumo_ev": 3.62,
  "charge": -1,
  "molar_mass_g_mol": 153.2
}

=====

Most stable structure: A